C4H12N2 | ωB97M-V/def2-TZVPD

Values from the calculation:
Frontier orbital gap = 9.7 eV
E_tot = -7321.1713 eV
Relative energy (zero: lowest compared OMol25 entry of this formula, charge and spin) = 179.2 kJ/mol
HOMO energy = -8.530 eV
E_LUMO = 1.12 eV
Structure (SMILES) = NCCCCN

Structure (XYZ):
```
18
Properties=species:S:1:pos:R:3:forces:R:3
C 1.72730 0.52141 -0.30257 -2.1 -0.8 3.7
C 0.93431 -0.84491 0.08140 -0.2 1.5 0.2
C -0.25621 -0.78519 1.08794 -3.0 0.9 -2.4
C -1.77157 -0.72614 0.51869 1.1 1.4 0.4
N -1.96274 0.22462 -0.55828 0.0 0.0 -1.2
N 1.19675 1.36423 -1.32276 0.9 -1.9 -1.1
H 1.61399 1.05498 0.66054 0.5 0.1 -0.2
H 2.76801 0.20047 -0.33563 0.1 0.5 -0.8
H 0.70102 -1.27529 -0.89798 0.0 -0.8 0.6
H 1.58949 -1.35225 0.77564 1.1 -0.8 -0.9
H -0.28028 0.15449 1.64004 0.8 -0.3 0.6
H -0.39418 -1.68706 1.68337 0.9 0.2 0.5
H -2.10372 -1.72238 0.23492 -0.2 0.0 0.1
H -2.30970 -0.29100 1.36311 -0.4 -1.0 0.4
H -1.20294 0.82276 -0.76646 1.2 0.1 -0.1
H -2.77110 0.82075 -0.64416 -0.5 -0.6 0.7
H 1.81746 1.32405 -2.11460 -0.6 0.8 -0.3
H 0.70411 2.19645 -1.10321 0.3 0.6 0.1
```
Forces are in eV/Å.